{"formula": "C23H27N4OPdS2", "method": "ωB97M-V with the def2-TZVPD basis set", "homo_ev": -10.15, "total_charge": 1, "gap_ev": 6.93, "de_lowest_ev": 0.203, "total_energy_ha": -2111.00341, "lumo_energy_ev": -3.220, "elements": ["Pd", "S", "C", "N", "C", "C", "N", "C", "C", "C", "C", "C", "C", "C", "C", "S", "C", "C", "C", "C", "C", "C", "C", "H", "H", "H", "H", "H", "H", "H", "H", "H", "H", "H", "H", "H", "H", "H", "H", "H", "H", "N", "C", "O", "C", "C", "H", "H", "H", "H", "H", "H", "C", "C", "N", "H", "H", "H"], "xyz": [[0.92538, -2.76808, 0.24054], [1.13627, -0.91920, 1.62225], [1.29920, 0.46892, 0.70312], [1.42851, 1.64535, 1.31083], [1.41738, 2.88418, 0.53453], [0.45065, 2.72081, -0.60843], [0.87919, 1.57859, -1.40636], [0.70787, 1.71017, -2.85461], [-0.75367, 1.85336, -3.20291], [-1.65778, 0.87409, -2.79876], [-3.00343, 0.99555, -3.10161], [-3.45856, 2.09641, -3.81812], [-2.56333, 3.07205, -4.22568], [-1.21442, 2.95235, -3.91370], [1.32796, 0.46386, -0.81746], [1.95240, -0.83299, -1.62841], [1.52945, 1.74895, 2.76858], [0.20534, 1.57499, 3.48173], [0.14312, 0.80182, 4.63279], [-1.05227, 0.66252, 5.32209], [-2.19943, 1.28839, 4.85753], [-2.14516, 2.05886, 3.70467], [-0.94629, 2.20414, 3.02326], [2.42138, 3.11359, 0.16592], [1.09948, 3.69198, 1.19008], [0.46176, 3.60326, -1.24591], [-0.57143, 2.57999, -0.24493], [1.14751, 0.83176, -3.31872], [1.26643, 2.58812, -3.18587], [-1.29873, 0.01310, -2.24468], [-3.70102, 0.23144, -2.78344], [-4.50937, 2.19090, -4.05703], [-2.91249, 3.93048, -4.78383], [-0.51638, 3.71804, -4.23268], [1.95104, 2.73276, 2.97759], [2.23996, 1.00010, 3.12050], [1.03334, 0.29472, 4.98608], [-1.08892, 0.05687, 6.21780], [-3.13363, 1.17653, 5.39125], [-3.03565, 2.55286, 3.33890], [-0.91934, 2.81541, 2.12819], [-1.32994, -5.33319, -2.07397], [-0.73226, -4.33617, -1.42151], [0.30823, -4.53858, -0.76931], [-1.29253, -2.94798, -1.48159], [-0.95749, -2.23980, -0.16727], [-0.92054, -6.25292, -2.04885], [-2.16977, -5.18686, -2.60365], [-2.36120, -2.94567, -1.71519], [-0.77455, -2.45560, -2.31269], [-1.57723, -2.61061, 0.65223], [-1.11250, -1.16399, -0.25064], [5.20213, -4.56798, 1.26761], [3.90393, -3.99549, 0.94752], [2.88628, -3.54478, 0.68933], [5.28739, -5.55416, 0.81540], [5.30719, -4.65781, 2.34705], [5.99052, -3.92539, 0.88044]], "forces_ev_per_angstrom": [[-0.09, -0.02, 0.19], [-0.01, -0.04, -0.13], [0.01, -0.03, 0.18], [0.01, 0.02, -0.05], [-0.01, 0.01, -0.01], [0.01, 0.00, 0.01], [-0.05, 0.00, 0.08], [0.00, 0.00, -0.01], [0.00, 0.01, 0.01], [0.00, 0.01, 0.00], [0.00, 0.00, 0.00], [0.00, 0.00, 0.00], [0.00, 0.00, 0.00], [0.00, -0.01, -0.01], [0.05, -0.04, -0.18], [0.03, 0.08, -0.06], [-0.01, -0.01, 0.02], [0.00, 0.00, -0.01], [0.01, 0.01, 0.00], [0.00, 0.00, 0.00], [0.00, 0.01, 0.00], [0.00, 0.00, 0.00], [0.00, -0.01, 0.00], [0.00, 0.00, 0.00], [0.00, 0.00, 0.01], [0.00, 0.00, -0.01], [0.00, 0.00, 0.00], [0.00, 0.00, 0.00], [0.01, 0.00, 0.00], [0.00, 0.00, 0.00], [0.00, 0.00, 0.00], [0.00, 0.00, 0.00], [0.00, 0.00, 0.00], [0.00, 0.00, 0.00], [0.01, 0.00, 0.01], [0.00, 0.00, -0.01], [0.00, 0.00, 0.00], [0.00, 0.00, 0.00], [0.00, 0.00, 0.00], [0.00, 0.00, 0.00], [0.00, 0.00, 0.00], [0.01, -0.01, -0.01], [-0.02, 0.00, -0.01], [0.03, 0.07, -0.01], [0.00, 0.01, 0.02], [0.04, 0.00, -0.02], [0.00, 0.00, 0.00], [0.00, 0.01, 0.00], [0.00, -0.01, 0.00], [-0.01, -0.01, -0.01], [0.00, 0.00, 0.00], [0.00, 0.00, 0.01], [0.01, -0.01, 0.00], [0.01, 0.01, -0.03], [-0.02, -0.01, 0.04], [-0.01, 0.00, 0.00], [0.00, 0.00, 0.00], [0.00, 0.00, 0.00]]}

{"formula": "C3H9NO", "method": "ωB97M-V with the def2-TZVPD basis set", "homo_ev": -7.89, "gap_ev": 6.22, "de_lowest_ev": 7.368, "total_energy_ha": -249.44292, "lumo_energy_ev": -1.671, "elements": ["C", "O", "H", "H", "H", "C", "C", "N", "H", "H", "H", "H", "H", "H"], "xyz": [[0.11122, -2.23442, -0.78087], [0.82162, -1.12549, -1.18854], [-0.53171, -2.58734, -1.58518], [0.83963, -2.99510, -0.42023], [-0.42084, -2.16736, 0.20395], [-0.56929, 0.87653, 0.86923], [-1.25151, 2.07763, 0.91166], [0.75305, 0.81322, 0.31645], [-1.17259, -0.03887, 0.91011], [-1.29489, 2.68748, 1.79691], [-1.75969, 2.31330, -0.02677], [0.93896, 1.60416, -0.31198], [1.39425, 0.99851, 1.10335], [1.08359, -0.15296, -0.34593]], "forces_ev_per_angstrom": [[1.37, -0.41, 1.73], [0.71, 2.16, 0.60], [-0.17, -0.30, 0.17], [-0.27, -0.48, -0.89], [-0.60, 0.63, -0.67], [-1.49, -0.70, -1.67], [-0.03, 0.22, 0.04], [2.18, 1.85, 3.38], [0.59, -0.14, -1.75], [1.60, 1.58, -0.59], [-2.33, -0.67, 1.12], [-0.64, -0.21, 0.36], [0.65, -0.45, -0.31], [-1.58, -3.09, -1.54]]}

{"formula": "C35H85FIN5O4SSi", "method": "ωB97M-V with the def2-TZVPD basis set", "smiles": "C[Si](C)(C)[C@@]1(I)OS(=O)(=O)O[C@@H]1F.CCN(CC)CC.CCN(CC)CC.CCN(CC)CC.CCN(CC)CC.CCN(CC)CC", "homo_ev": -7.92, "gap_ev": 7.49, "total_energy_ha": -3044.38315, "lumo_energy_ev": -0.434, "elements": ["C", "Si", "C", "C", "C", "I", "O", "S", "O", "O", "O", "C", "F", "H", "H", "H", "H", "H", "H", "H", "H", "H", "H", "C", "C", "N", "C", "C", "C", "C", "H", "H", "H", "H", "H", "H", "H", "H", "H", "H", "H", "H", "H", "H", "H", "C", "C", "N", "C", "C", "C", "C", "H", "H", "H", "H", "H", "H", "H", "H", "H", "H", "H", "H", "H", "H", "H", "C", "C", "N", "C", "C", "C", "C", "H", "H", "H", "H", "H", "H", "H", "H", "H", "H", "H", "H", "H", "H", "H", "C", "C", "N", "C", "C", "C", "C", "H", "H", "H", "H", "H", "H", "H", "H", "H", "H", "H", "H", "H", "H", "H", "C", "C", "N", "C", "C", "C", "C", "H", "H", "H", "H", "H", "H", "H", "H", "H", "H", "H", "H", "H", "H", "H"], "xyz": [[0.03923, -2.24339, 6.71028], [-1.30040, -1.61797, 5.46516], [-1.78803, -3.11642, 4.37612], [-0.62900, -0.19485, 4.32939], [-2.74489, -0.84066, 6.47298], [-2.19816, 0.96911, 7.60462], [-3.57926, -0.25927, 5.40141], [-5.15573, -0.78778, 5.50619], [-5.43182, -1.96608, 4.63842], [-6.15180, 0.25989, 5.17562], [-5.04450, -1.34982, 7.07253], [-3.70367, -1.88501, 7.19861], [-3.30644, -2.27110, 8.48942], [0.20959, -3.36619, 6.59064], [-0.24332, -2.04181, 7.78908], [1.01286, -1.74377, 6.40297], [-1.47424, -2.85560, 3.29301], [-2.88547, -3.38819, 4.38339], [-1.12770, -3.99646, 4.68200], [-0.96410, -0.45839, 3.27540], [0.49408, -0.21032, 4.45284], [-1.06681, 0.81154, 4.64368], [-3.71051, -2.76542, 6.48016], [2.23060, -2.64256, -1.84798], [0.91457, -3.04102, -1.19409], [0.21561, -1.92920, -0.56309], [-0.87667, -2.34915, 0.30742], [-2.06346, -3.06221, -0.33653], [-0.07310, -0.78288, -1.41797], [-0.90010, -1.02564, -2.68032], [2.88424, -2.12890, -1.13843], [2.75468, -3.53475, -2.20015], [2.07723, -1.99342, -2.71314], [1.14978, -3.78656, -0.42669], [0.28600, -3.54786, -1.93824], [-1.24664, -1.48362, 0.86886], [-0.45719, -3.01491, 1.07242], [-2.69858, -2.37011, -0.88959], [-2.68869, -3.51128, 0.44101], [-1.75324, -3.86602, -1.00708], [0.87998, -0.33476, -1.71958], [-0.55740, -0.00096, -0.82364], [-0.56962, -1.90531, -3.23712], [-0.80641, -0.16544, -3.34855], [-1.96087, -1.13614, -2.45433], [-7.24868, 4.91783, -0.33731], [-6.59416, 3.66180, 0.22146], [-6.02428, 3.84119, 1.54996], [-5.14977, 2.74748, 1.95936], [-5.77518, 1.36590, 2.13653], [-6.93467, 4.33019, 2.57960], [-8.19477, 3.51266, 2.86264], [-6.55529, 5.76251, -0.32614], [-7.55234, 4.74803, -1.37346], [-8.14483, 5.19541, 0.22238], [-5.79014, 3.38415, -0.46887], [-7.32227, 2.84016, 0.19798], [-4.63458, 3.02452, 2.88567], [-4.34931, 2.66357, 1.21360], [-6.36706, 1.30610, 3.04760], [-4.98549, 0.61291, 2.22296], [-6.40352, 1.08040, 1.29015], [-7.24434, 5.34466, 2.30628], [-6.38306, 4.46429, 3.51592], [-8.70534, 3.19860, 1.94992], [-8.90173, 4.11805, 3.43725], [-7.97774, 2.62743, 3.46093], [2.63305, 2.74639, -7.85688], [3.00080, 1.41481, -7.21686], [2.78780, 1.37992, -5.77596], [3.40756, 0.23089, -5.12517], [2.88929, -1.15760, -5.49232], [1.44261, 1.70524, -5.31646], [0.28569, 0.85954, -5.84739], [3.15325, 3.57511, -7.37022], [2.92163, 2.74321, -8.91101], [1.55822, 2.93716, -7.81504], [4.06441, 1.24502, -7.41683], [2.45534, 0.61066, -7.72906], [3.34817, 0.35550, -4.03830], [4.48132, 0.26068, -5.34734], [1.91665, -1.35814, -5.04126], [3.57677, -1.91905, -5.11168], [2.81173, -1.30184, -6.57194], [1.23992, 2.75149, -5.56865], [1.41996, 1.68734, -4.22146], [0.34426, 0.69548, -6.92538], [-0.66133, 1.36989, -5.64881], [0.23300, -0.10938, -5.35116], [4.50714, 3.62290, 9.79665], [3.60994, 3.75484, 8.57365], [2.37340, 2.99042, 8.67049], [1.66100, 2.87533, 7.40259], [1.11772, 4.15611, 6.77269], [1.53673, 3.26571, 9.83330], [1.06015, 4.70280, 10.04407], [4.71874, 2.57417, 10.01953], [5.46047, 4.12471, 9.61284], [4.06266, 4.08424, 10.68152], [4.18151, 3.38701, 7.71465], [3.41717, 4.81956, 8.38650], [0.83940, 2.16014, 7.51436], [2.33958, 2.40532, 6.68007], [0.23454, 4.52135, 7.29766], [0.81201, 3.95749, 5.74113], [1.86216, 4.95416, 6.74181], [2.08663, 2.95758, 10.72883], [0.66466, 2.60312, 9.81627], [1.85848, 5.43454, 9.90500], [0.68929, 4.81857, 11.06648], [0.23558, 4.95838, 9.37817], [6.45635, -6.08737, -9.00813], [5.31815, -5.27998, -9.61698], [4.23164, -5.00691, -8.68559], [3.02530, -4.50114, -9.33203], [3.10723, -3.14476, -10.02934], [4.60196, -4.33560, -7.44503], [5.30252, -2.98160, -7.55038], [6.08804, -7.01493, -8.56288], [7.17898, -6.35266, -9.78394], [6.99411, -5.52309, -8.24273], [4.92172, -5.86437, -10.45433], [5.72726, -4.35646, -10.04786], [2.20876, -4.47546, -8.60237], [2.70852, -5.24412, -10.07402], [3.13282, -2.32303, -9.31272], [2.21804, -2.99558, -10.64889], [3.97624, -3.06483, -10.68554], [5.25110, -5.00816, -6.87421], [3.71358, -4.22559, -6.81388], [6.09971, -2.97733, -8.29659], [5.75850, -2.73019, -6.58830], [4.60141, -2.18113, -7.78674]], "forces_ev_per_angstrom": [[0.22, -0.33, -0.17], [1.63, -0.08, -0.20], [0.28, -0.17, -0.84], [-0.56, -0.25, 0.39], [-0.85, 0.35, 0.22], [-0.09, -1.02, -0.01], [-2.08, -1.24, 0.58], [-2.83, -1.11, -3.36], [1.92, 2.12, 2.44], [3.21, -1.61, 2.53], [0.45, 1.01, -0.39], [0.94, -0.47, -1.30], [-1.28, 1.23, -2.41], [-0.33, 1.46, 0.19], [0.60, -0.09, -1.23], [-1.08, -0.49, 0.79], [-0.69, -0.41, 1.64], [1.24, 0.16, -0.11], [-1.13, 1.04, -0.32], [0.67, 0.57, 1.19], [-1.21, 0.25, -0.46], [0.76, -1.29, -0.54], [0.19, 0.40, 1.43], [0.02, 0.08, -0.07], [0.06, 0.08, -0.04], [-0.11, 0.15, 0.35], [0.15, -0.14, 0.16], [-0.29, -0.04, 0.05], [0.31, 0.09, -0.14], [-0.18, 0.15, -0.11], [-0.10, 0.02, -0.03], [-0.07, 0.04, 0.01], [0.04, -0.01, 0.05], [-0.22, 0.11, 0.08], [0.02, -0.11, -0.08], [0.09, 0.10, -0.18], [0.13, -0.01, -0.14], [0.04, -0.07, -0.05], [0.04, 0.02, -0.03], [0.02, 0.06, 0.02], [0.02, -0.14, 0.03], [-0.02, -0.22, 0.14], [0.01, 0.01, 0.05], [-0.01, -0.04, 0.06], [0.04, -0.11, -0.06], [-0.09, 0.06, 0.04], [-0.04, 0.10, 0.05], [0.31, 0.01, 0.19], [0.24, 0.00, -0.21], [-0.03, -0.16, 0.12], [-0.14, 0.30, -0.14], [-0.14, -0.08, 0.23], [-0.03, -0.07, 0.07], [0.01, -0.03, 0.08], [0.05, 0.02, -0.03], [0.07, -0.10, 0.23], [-0.08, -0.06, -0.11], [-0.18, 0.12, 0.00], [-0.12, 0.10, -0.08], [-0.04, -0.02, -0.12], [-0.03, 0.03, -0.01], [0.04, 0.04, 0.02], [0.04, -0.08, -0.12], [0.15, -0.16, -0.16], [0.05, 0.02, 0.00], [0.04, -0.02, -0.04], [-0.05, -0.03, -0.11], [-0.10, 0.05, -0.01], [-0.05, 0.10, 0.03], [0.16, -0.06, 0.33], [0.28, 0.08, -0.05], [-0.06, -0.26, 0.13], [-0.07, 0.33, -0.16], [-0.22, -0.10, 0.07], [-0.06, -0.08, 0.04], [-0.03, -0.04, 0.07], [0.06, 0.03, 0.01], [-0.05, -0.14, 0.22], [-0.01, -0.05, -0.14], [-0.15, 0.12, -0.08], [-0.08, 0.09, -0.12], [-0.02, 0.00, -0.11], [-0.02, 0.04, -0.03], [-0.04, 0.04, 0.05], [0.10, -0.06, -0.08], [0.22, -0.13, -0.06], [0.05, 0.02, 0.03], [0.04, -0.02, -0.01], [0.02, -0.02, -0.16], [-0.02, 0.03, 0.11], [0.00, -0.03, 0.11], [-0.20, -0.27, -0.15], [0.21, -0.15, -0.13], [-0.21, 0.08, -0.16], [0.23, -0.05, 0.26], [-0.22, 0.12, 0.10], [-0.09, 0.05, -0.02], [-0.08, -0.01, -0.01], [0.03, -0.05, -0.02], [-0.26, -0.04, -0.06], [0.08, 0.11, -0.02], [0.05, 0.05, 0.19], [0.09, 0.07, 0.13], [0.07, 0.07, 0.00], [0.03, 0.00, 0.05], [-0.03, -0.04, 0.04], [0.08, 0.03, -0.11], [0.10, -0.02, -0.24], [-0.01, -0.05, -0.02], [0.03, -0.01, -0.04], [0.10, 0.08, -0.02], [0.07, 0.03, 0.09], [0.04, -0.03, 0.10], [-0.36, -0.04, 0.06], [-0.07, -0.25, -0.14], [-0.16, 0.22, -0.06], [0.26, -0.21, 0.14], [0.03, 0.23, 0.12], [-0.03, 0.10, 0.01], [-0.06, 0.05, 0.03], [-0.02, -0.06, -0.01], [-0.20, 0.15, 0.08], [0.10, 0.03, -0.10], [0.18, 0.00, 0.11], [0.17, -0.02, 0.04], [0.08, 0.01, -0.05], [0.05, -0.03, 0.03], [-0.02, -0.02, 0.06], [0.01, -0.03, -0.14], [-0.09, -0.04, -0.24], [-0.04, -0.04, 0.00], [-0.02, -0.01, -0.04], [0.11, 0.00, -0.09]]}